Entry from OMol25: C36H36CsN5P2S5 as an isolated structure at a distorted geometry (wB97M-V/def2-TZVPD).

Last column: Löwdin charge in e.
Positions of all 85 atoms, in Å:
Cs (2.605, 1.148, -2.268)  0.599
N (7.895, 1.070, -1.691)  0.011
C (6.678, 1.034, -1.012)  -0.998
S (5.889, -0.474, -0.837)  0.372
N (6.332, 2.178, -0.475)  -0.069
N (5.053, 2.323, -0.130)  -0.049
C (4.782, 3.050, 0.882)  -0.137
C (3.392, 3.331, 1.245)  -0.290
C (3.105, 3.994, 2.440)  -0.053
C (1.788, 4.191, 2.811)  -0.086
C (0.777, 3.733, 1.979)  -0.066
C (1.154, 3.097, 0.806)  -0.144
N (2.413, 2.906, 0.435)  0.071
H (8.027, 0.261, -2.274)  0.039
H (8.087, 1.955, -2.137)  0.064
H (5.571, 3.443, 1.526)  0.104
H (3.920, 4.324, 3.074)  0.102
H (1.549, 4.692, 3.741)  0.098
H (-0.267, 3.850, 2.236)  0.098
H (0.406, 2.710, 0.124)  0.078
C (-4.115, -2.930, 2.019)  -0.415
S (-4.037, -1.410, 2.996)  0.774
C (-4.225, -0.144, 1.695)  -0.490
C (-2.921, 0.403, 1.126)  -0.251
C (-2.059, -0.696, 0.510)  -0.319
N (-0.829, -0.225, -0.121)  -0.432
P (0.704, -0.772, 0.327)  0.932
C (1.152, -0.055, 1.975)  -0.374
C (2.501, 0.235, 2.182)  -0.116
C (2.945, 0.697, 3.417)  -0.088
C (2.044, 0.875, 4.457)  -0.107
C (0.698, 0.581, 4.263)  -0.095
C (0.259, 0.114, 3.032)  -0.087
C (0.466, -2.500, 0.998)  -0.315
C (-0.417, -3.377, 0.357)  -0.106
C (-0.553, -4.698, 0.765)  -0.094
C (0.202, -5.182, 1.826)  -0.117
C (1.095, -4.332, 2.463)  -0.100
C (1.227, -3.010, 2.055)  -0.082
P (-0.498, 0.143, -2.003)  0.733
C (-1.226, -1.465, -2.560)  -0.437
C (-2.584, -1.742, -2.686)  -0.113
C (-3.021, -2.984, -3.139)  -0.093
C (-2.106, -3.977, -3.457)  -0.110
C (-0.747, -3.728, -3.297)  -0.093
C (-0.318, -2.491, -2.848)  -0.166
C (-1.878, 1.333, -2.285)  -0.361
C (-2.664, 1.336, -3.435)  -0.149
C (-3.572, 2.362, -3.672)  -0.092
C (-3.704, 3.406, -2.769)  -0.102
C (-2.916, 3.426, -1.623)  -0.099
C (-2.012, 2.401, -1.393)  -0.131
H (-4.037, -3.758, 2.724)  0.026
H (-3.289, -2.986, 1.311)  0.012
H (-5.069, -2.991, 1.493)  0.032
H (-4.800, 0.651, 2.170)  0.060
H (-4.840, -0.590, 0.909)  0.076
H (-2.365, 0.925, 1.910)  0.097
H (-3.177, 1.133, 0.358)  0.089
H (-2.678, -1.217, -0.230)  0.094
H (-1.819, -1.416, 1.296)  0.065
H (3.211, 0.100, 1.370)  0.090
H (3.997, 0.920, 3.556)  0.106
H (2.388, 1.243, 5.417)  0.091
H (-0.008, 0.706, 5.076)  0.094
H (-0.788, -0.139, 2.903)  0.082
H (-1.010, -3.018, -0.475)  0.079
H (-1.248, -5.350, 0.247)  0.098
H (0.102, -6.212, 2.147)  0.088
H (1.697, -4.698, 3.286)  0.093
H (1.927, -2.367, 2.572)  0.096
H (-3.316, -0.984, -2.440)  0.096
H (-4.083, -3.169, -3.254)  0.092
H (-2.447, -4.936, -3.830)  0.088
H (-0.025, -4.503, -3.523)  0.100
H (0.743, -2.306, -2.714)  0.101
H (-2.536, 0.553, -4.172)  0.069
H (-4.144, 2.360, -4.592)  0.098
H (-4.392, 4.219, -2.972)  0.090
H (-2.987, 4.255, -0.928)  0.093
H (-1.403, 2.414, -0.500)  0.066
S (-1.136, 1.877, -6.376)  0.314
C (0.067, 1.734, -5.202)  -1.838
S (1.117, 2.994, -4.764)  0.221
S (0.299, 0.150, -4.421)  0.294

Summary:
* charge: -2
* calculated total energy: -4361.0831 Eh
* energy above the lowest of the compared OMol25 structures with the same formula, charge and spin: 39.9 kJ/mol
* largest force on an atom: 1.1 eV/Å
* Kohn-Sham gap: 4.7 eV